Computed, not measured: a 3-piece molecular cluster, C42H74ClN7O8P2Si overall at a distorted geometry, with ωB97M-V/def2-TZVPD.

Each atom is followed by the atoms it is bonded to, with distances in Å.
Atoms and positions in Å:
1 C -1.265 3.471 11.236  C2 1.515, H40 1.091, H41 1.085, H42 1.090
2 C -0.527 2.542 10.295  C1 1.515, O3 1.215, N4 1.382
3 O 0.112 2.987 9.363  C2 1.215
4 N -0.595 1.194 10.592  C2 1.382, C5 1.462, H43 1.011
5 C -0.313 0.274 9.492  N4 1.462, C6 1.550, H44 1.085, H45 1.093
6 C -1.530 -0.028 8.580  C5 1.550, C7 1.528, H46 1.094, H47 1.091
7 C -1.719 -1.539 8.456  C6 1.528, C8 1.531, H48 1.096, H49 1.086
8 C -2.729 -1.971 7.389  C7 1.531, C9 1.517, H50 1.090, H51 1.092
9 C -2.625 -1.236 6.066  C8 1.517, C10 1.393, C18 1.396
10 C -3.542 -0.212 5.840  C9 1.393, C11 1.376, H52 1.082
11 C -3.528 0.479 4.651  C10 1.376, C12 1.390, H53 1.084
12 C -2.630 0.200 3.627  C11 1.390, C13 1.515, C17 1.399
13 C -2.778 1.027 2.367  C12 1.515, C14 1.534, H54 1.094, H55 1.084
14 C -2.412 2.495 2.617  C13 1.534, C15 1.537, Cl16 1.796, H56 1.088
15 C -0.905 2.767 2.745  C14 1.537, H57 1.091, H58 1.084, H59 1.088
16 Cl -3.208 3.562 1.411  C14 1.796
17 C -1.687 -0.811 3.844  C12 1.399, C18 1.410, C38 1.505
18 C -1.702 -1.524 5.060  C9 1.396, C17 1.410, C19 1.488
19 C -0.722 -2.628 5.241  C18 1.488, O20 1.213, C21 1.498
20 O -0.373 -3.057 6.320  C19 1.213
21 C -0.140 -3.232 3.999  C19 1.498, C22 1.385, C37 1.393
22 C 0.381 -4.510 4.113  C21 1.385, C23 1.382, H60 1.081
23 C 0.961 -5.119 3.016  C22 1.382, C24 1.508, C28 1.393
24 C 1.574 -6.494 3.080  C23 1.508, C25 1.512, H61 1.093, H62 1.088
25 C 0.877 -7.442 2.130  C24 1.512, O26 1.200, O27 1.360
26 O -0.260 -7.798 2.273  C25 1.200
27 O 1.651 -7.857 1.091  C25 1.360, H63 0.967
28 C 1.003 -4.410 1.818  C23 1.393, C29 1.385, H64 1.086
29 C 0.499 -3.128 1.685  C28 1.385, C30 1.512, C37 1.407
30 C 0.664 -2.466 0.336  C29 1.512, C31 1.530, H65 1.096, H66 1.085
31 C 2.070 -1.921 0.071  C30 1.530, O32 1.418, H67 1.094, H68 1.094
32 O 2.236 -0.603 0.567  C31 1.418, Si33 1.661
33 Si 3.302 -0.339 1.813  O32 1.661, C34 1.885, C35 1.875, C36 1.879
34 C 2.612 1.136 2.763  Si33 1.885, H69 1.092, H70 1.086, H71 1.094
35 C 3.459 -1.746 3.044  Si33 1.875, H72 1.092, H73 1.095, H74 1.089
36 C 5.012 0.167 1.221  Si33 1.879, H75 1.094, H76 1.091, H77 1.091
37 C -0.100 -2.518 2.803  C21 1.393, C29 1.407, C38 1.491
38 C -0.669 -1.140 2.786  C17 1.505, C37 1.491, O39 1.211
39 O -0.314 -0.321 1.969  C38 1.211
40 H -2.334 3.446 11.019  C1 1.091
41 H -0.873 4.472 11.092  C1 1.085
42 H -1.117 3.171 12.274  C1 1.090
43 H -1.458 0.964 11.067  N4 1.011
44 H 0.537 0.611 8.908  C5 1.085
45 H 0.000 -0.668 9.949  C5 1.093
46 H -2.408 0.482 8.987  C6 1.094
47 H -1.318 0.428 7.611  C6 1.091
48 H -2.104 -1.892 9.420  C7 1.096
49 H -0.743 -2.001 8.336  C7 1.086
50 H -2.683 -3.041 7.185  C8 1.090
51 H -3.729 -1.770 7.779  C8 1.092
52 H -4.260 0.030 6.612  C10 1.082
53 H -4.259 1.265 4.495  C11 1.084
54 H -3.846 1.028 2.127  C13 1.094
55 H -2.272 0.617 1.501  C13 1.084
56 H -2.873 2.764 3.565  C14 1.088
57 H -0.713 3.202 3.726  C15 1.091
58 H -0.326 1.856 2.642  C15 1.084
59 H -0.615 3.527 2.024  C15 1.088
60 H 0.346 -5.018 5.066  C22 1.081
61 H 2.613 -6.392 2.758  C24 1.093
62 H 1.620 -6.890 4.092  C24 1.088
63 H 1.084 -7.899 0.309  O27 0.967
64 H 1.486 -4.893 0.973  C28 1.086
65 H 0.510 -3.248 -0.415  C30 1.096
66 H -0.095 -1.718 0.130  C30 1.085
67 H 2.174 -1.848 -1.015  C31 1.094
68 H 2.848 -2.612 0.411  C31 1.094
69 H 1.967 1.692 2.079  C34 1.092
70 H 3.382 1.757 3.210  C34 1.086
71 H 1.938 0.730 3.522  C34 1.094
72 H 3.872 -2.645 2.583  C35 1.092
73 H 4.201 -1.417 3.779  C35 1.095
74 H 2.544 -1.967 3.591  C35 1.089
75 H 5.345 0.986 1.864  C36 1.094
76 H 5.768 -0.615 1.308  C36 1.091
77 H 4.995 0.569 0.207  C36 1.091
78 C 1.761 1.925 -4.877  N79 1.446, H89 1.103, H90 1.091, H91 1.085
79 N 2.388 1.332 -3.716  C78 1.446, C80 1.461, P81 1.739
80 C 1.786 1.792 -2.467  N79 1.461, H92 1.099, H93 1.091, H94 1.091
81 P 4.038 0.796 -3.600  N79 1.739, O82 1.504, N83 1.737, N86 1.694
82 O 3.729 -0.320 -2.640  P81 1.504
83 N 4.577 -0.127 -4.969  P81 1.737, C84 1.453, C85 1.461
84 C 3.701 -0.367 -6.104  N83 1.453, H95 1.098, H96 1.092, H97 1.090
85 C 5.211 -1.391 -4.600  N83 1.461, H98 1.096, H99 1.088, H100 1.093
86 N 4.662 2.249 -4.206  P81 1.694, C87 1.461, C88 1.449
87 C 4.578 3.417 -3.332  N86 1.461, H101 1.096, H102 1.091, H103 1.091
88 C 5.142 2.535 -5.543  N86 1.449, H104 1.094, H105 1.086, H106 1.093
89 H 2.084 2.959 -5.083  C78 1.103
90 H 0.680 1.951 -4.736  C78 1.091
91 H 1.906 1.336 -5.777  C78 1.085
92 H 2.159 2.778 -2.155  C80 1.099
93 H 1.990 1.085 -1.661  C80 1.091
94 H 0.701 1.862 -2.566  C80 1.091
95 H 2.764 -0.864 -5.820  C84 1.098
96 H 4.216 -0.999 -6.831  C84 1.092
97 H 3.469 0.550 -6.646  C84 1.090
98 H 4.482 -2.171 -4.351  C85 1.096
99 H 5.876 -1.267 -3.748  C85 1.088
100 H 5.820 -1.745 -5.436  C85 1.093
101 H 3.681 4.012 -3.536  C87 1.096
102 H 5.450 4.062 -3.455  C87 1.091
103 H 4.555 3.118 -2.283  C87 1.091
104 H 4.311 2.723 -6.229  C88 1.094
105 H 5.764 1.735 -5.935  C88 1.086
106 H 5.769 3.431 -5.533  C88 1.093
107 C -4.686 2.982 -6.399  N108 1.446, H118 1.102, H119 1.091, H120 1.084
108 N -3.364 2.755 -6.940  C107 1.446, C109 1.459, P110 1.717
109 C -2.780 3.966 -7.507  N108 1.459, H121 1.099, H122 1.090, H123 1.091
110 P -2.774 1.281 -7.592  N108 1.717, O111 1.491, N112 1.744, N115 1.681
111 O -1.318 1.386 -7.287  P110 1.491
112 N -3.172 -0.100 -6.603  P110 1.744, C113 1.453, C114 1.463
113 C -3.955 0.041 -5.386  N112 1.453, H124 1.099, H125 1.092, H126 1.091
114 C -2.022 -0.955 -6.310  N112 1.463, H127 1.096, H128 1.087, H129 1.093
115 N -4.014 0.957 -8.680  P110 1.681, C116 1.462, C117 1.451
116 C -4.104 1.828 -9.851  N115 1.462, H130 1.096, H131 1.091, H132 1.091
117 C -5.112 0.019 -8.545  N115 1.451, H133 1.094, H134 1.085, H135 1.093
118 H -5.481 3.028 -7.161  C107 1.102
119 H -4.695 3.934 -5.866  C107 1.091
120 H -4.963 2.240 -5.659  C107 1.084
121 H -3.146 4.179 -8.521  C109 1.099
122 H -1.694 3.875 -7.555  C109 1.090
123 H -3.003 4.831 -6.881  C109 1.091
124 H -3.502 0.735 -4.665  C113 1.099
125 H -4.054 -0.933 -4.903  C113 1.092
126 H -4.979 0.355 -5.592  C113 1.091
127 H -1.392 -0.557 -5.507  C114 1.096
128 H -1.399 -1.094 -7.190  C114 1.087
129 H -2.380 -1.943 -6.008  C114 1.093
130 H -4.803 2.657 -9.689  C116 1.096
131 H -4.434 1.272 -10.729  C116 1.091
132 H -3.128 2.251 -10.096  C116 1.091
133 H -5.910 0.426 -7.916  C117 1.094
134 H -4.788 -0.937 -8.146  C117 1.085
135 H -5.544 -0.190 -9.527  C117 1.093

The SMILES is CC(=O)NCCCCc1ccc(C[C@@H](C)Cl)c2c1C(=O)c1cc(CC(=O)O)cc(CCO[Si](C)(C)C)c1C2=O.CN(C)P(=O)(N(C)C)N(C)C.CN(C)P(=O)(N(C)C)N(C)C. Its net charge is 0. For the frontier orbital gap, the calculation gives 6.81 eV. For the relative energy (zero: lowest compared OMol25 entry of this formula, charge and spin), the calculation gives 0.0 kJ/mol. Its LUMO energy is -0.8294 eV. As for the electronic energy: -4062.44814 hartree.